The following is a DFT calculation (ωB97M-V with the def2-TZVPD basis set) of a 2-piece molecular cluster, C2H6NO3 overall.

Structure (XYZ):
```
12
C2H6NO3 (ωB97M-V with the def2-TZVPD basis set)
O 1.10 -0.96 2.16
C 0.44 -0.63 1.14
O 0.10 -1.33 0.16
C -0.15 0.80 1.21
N -0.75 1.23 -0.07
H -0.94 0.77 1.97
H 0.54 1.54 1.62
H -0.78 0.38 -0.62
H -0.13 1.90 -0.50
H 0.59 -1.49 -1.71
H -0.40 -1.29 -2.90
O 0.38 -0.93 -2.47
```

Properties
* Kohn-Sham gap: 8.006 eV
* charge: -1
* DFT total energy: -360.3519 a.u.
* LUMO energy: 4.088 eV